This record from OMol25 describes a structure of composition C11H16Cl3MoNO at a distorted geometry. The level of theory is wB97M-V/def2-TZVPD.

Structure (ORCA input):
```
! RIJCOSX wB97M-V def2-TZVPD def2/J DEFGRID3
* xyz 0 1
C -0.691 -0.125 -1.023
C 0.235 0.986 -1.090
C 0.482 1.445 0.244
C 0.639 1.716 -2.329
C -0.365 0.686 1.130
C -1.084 -0.291 0.362
C -2.222 -1.056 0.915
C -1.244 -0.818 -2.218
C 1.359 2.600 0.622
C -0.651 1.001 2.565
Mo 1.196 -0.777 0.106
Cl 2.824 -0.335 -1.639
Cl 0.438 -2.965 -0.513
Cl 2.144 -0.331 2.255
H 0.708 1.025 -3.171
H 1.618 2.187 -2.205
H -0.083 2.504 -2.590
H 2.290 2.566 0.041
H 1.624 2.560 1.686
H 0.873 3.568 0.427
H 0.203 1.497 3.045
H -0.848 0.063 3.097
H -1.542 1.647 2.657
H -2.123 -1.155 2.003
H -2.163 -2.121 0.513
H -3.192 -0.588 0.678
H -0.461 -0.988 -2.966
H -2.026 -0.214 -2.692
H -1.670 -1.788 -1.955
O -1.278 -3.285 0.723
H -1.730 -4.011 0.233
N 3.834 -2.952 0.625
C 2.906 -2.248 0.466
*
```

Output
- HOMO level (spin up / spin down) (eV) = -8.47 / -8.49
- Kohn-Sham gap (spin up / spin down) (eV) = 6.04 / 5.78

For reference, the Löwdin charges in units of e are: -0.344, -0.357, -0.324, -0.074, -0.331, -0.299, -0.054, -0.052, -0.032, -0.065, 0.986, 0.106, 0.522, 0.197, 0.070, 0.064, 0.106, 0.087, 0.067, 0.103, 0.058, 0.081, 0.110, 0.084, 0.016, 0.104, 0.087, 0.100, 0.067, -0.437, 0.021, -0.020, -0.649

This record from OMol25 describes a cluster of 20 separate species, C80H195N15O30 in total at a distorted geometry. The level of theory is wB97M-V/def2-TZVPD.

Structure (ORCA input):
```
! RIJCOSX wB97M-V def2-TZVPD def2/J DEFGRID3
* xyz 0 1
C 32.220 0.104 24.128
C 30.886 -0.018 24.930
C 30.788 1.054 26.027
O 31.693 0.777 27.085
C 31.403 1.618 28.238
N 29.893 0.093 23.903
H 32.361 -0.839 23.599
H 33.088 0.328 24.748
H 32.240 0.924 23.411
H 30.842 -1.016 25.368
H 29.755 1.134 26.365
H 30.887 2.015 25.522
H 32.186 1.681 28.993
H 30.483 1.302 28.730
H 31.315 2.649 27.897
H 29.000 0.103 24.374
H 29.952 1.040 23.556
C 26.437 0.052 18.975
C 27.179 1.036 19.894
C 28.522 1.487 19.235
O 29.434 0.387 19.201
C 29.901 -0.002 20.506
N 26.341 2.116 20.240
H 26.141 0.462 18.009
H 25.577 -0.350 19.512
H 27.091 -0.812 18.854
H 27.419 0.504 20.815
H 28.982 2.334 19.744
H 28.252 1.949 18.285
H 29.169 -0.470 21.165
H 30.406 0.820 21.014
H 30.703 -0.708 20.293
H 26.922 2.786 20.725
H 26.033 2.639 19.434
C 28.091 -0.372 15.375
C 29.606 -0.592 15.259
C 30.212 0.314 14.165
O 29.871 -0.356 12.973
C 30.401 0.228 11.760
N 30.249 -0.218 16.497
H 27.956 0.638 15.761
H 27.529 -1.037 16.032
H 27.495 -0.442 14.465
H 29.860 -1.605 14.945
H 31.296 0.409 14.229
H 29.701 1.268 14.297
H 30.049 1.219 11.475
H 30.195 -0.537 11.011
H 31.483 0.120 11.843
H 29.671 -0.589 17.239
H 30.337 0.779 16.626
C 34.396 -2.564 21.817
C 33.659 -1.769 20.707
C 34.667 -1.407 19.595
O 34.070 -0.672 18.519
C 33.809 0.683 18.867
N 32.648 -2.684 20.214
H 34.971 -3.406 21.431
H 33.761 -2.988 22.595
H 35.069 -1.883 22.337
H 33.221 -0.890 21.181
H 34.997 -2.324 19.106
H 35.540 -0.893 19.996
H 34.775 1.162 19.027
H 33.141 0.904 19.699
H 33.396 1.181 17.990
H 33.103 -3.478 19.787
H 32.239 -2.279 19.384
C 23.090 -1.387 13.788
C 22.467 -2.772 14.052
C 23.289 -3.920 13.449
O 23.666 -3.844 12.101
C 22.574 -4.096 11.287
N 22.282 -2.977 15.479
H 23.340 -1.281 12.733
H 24.057 -1.205 14.257
H 22.418 -0.547 13.964
H 21.511 -2.812 13.530
H 22.875 -4.915 13.610
H 24.218 -3.899 14.019
H 21.961 -3.200 11.190
H 21.872 -4.863 11.616
H 22.891 -4.300 10.264
H 21.656 -2.240 15.771
H 23.134 -2.694 15.943
C 23.614 7.817 18.351
C 24.038 6.889 19.571
C 23.767 5.360 19.394
O 22.324 5.213 19.475
C 21.974 3.834 19.395
N 25.416 7.195 19.849
H 23.754 8.871 18.591
H 22.555 7.755 18.096
H 24.108 7.532 17.422
H 23.412 7.188 20.411
H 24.301 4.816 20.174
H 24.211 4.941 18.492
H 22.253 3.315 18.478
H 20.889 3.758 19.320
H 22.313 3.323 20.297
H 25.644 8.132 20.148
H 25.941 7.042 19.000
C 26.622 -1.786 24.378
C 26.258 -1.079 23.043
C 25.210 -1.822 22.246
O 25.438 -3.143 21.951
C 26.534 -3.424 21.061
N 25.743 0.271 23.411
H 27.212 -2.654 24.084
H 25.688 -2.110 24.838
H 27.080 -1.142 25.129
H 27.189 -1.028 22.477
H 24.829 -1.232 21.412
H 24.348 -1.757 22.910
H 26.385 -4.394 20.586
H 27.455 -3.408 21.644
H 26.629 -2.583 20.375
H 26.496 0.912 23.616
H 25.262 0.626 22.597
C 27.772 3.074 24.885
C 27.925 3.240 23.381
C 27.681 4.601 22.796
O 27.952 4.579 21.393
C 28.010 5.941 20.896
N 29.260 2.839 22.976
H 28.139 2.141 25.312
H 26.689 3.072 25.011
H 28.290 3.866 25.425
H 27.247 2.612 22.802
H 28.285 5.370 23.276
H 26.670 4.962 22.985
H 27.915 5.878 19.812
H 29.004 6.335 21.109
H 27.252 6.563 21.372
H 29.977 3.425 23.378
H 29.416 2.983 21.989
C 23.022 -3.784 18.683
C 22.953 -5.250 18.317
C 22.376 -6.162 19.444
O 21.172 -5.734 20.008
C 20.632 -6.705 21.013
N 22.172 -5.412 17.138
H 23.650 -3.708 19.571
H 22.062 -3.329 18.926
H 23.452 -3.095 17.956
H 23.970 -5.559 18.074
H 23.132 -6.252 20.224
H 22.287 -7.145 18.980
H 19.731 -6.337 21.504
H 21.442 -6.853 21.727
H 20.437 -7.700 20.614
H 21.184 -5.322 17.328
H 22.351 -4.642 16.508
C 20.748 1.482 16.675
C 21.549 0.173 17.003
C 22.466 0.259 18.271
O 21.648 0.284 19.414
C 22.337 -0.025 20.586
N 20.640 -0.988 16.983
H 21.325 2.406 16.661
H 19.955 1.645 17.405
H 20.115 1.341 15.798
H 22.154 -0.083 16.133
H 23.070 1.165 18.320
H 23.200 -0.546 18.296
H 22.749 -1.033 20.538
H 21.809 0.259 21.496
H 23.160 0.686 20.643
H 19.868 -0.791 16.363
H 20.256 -1.087 17.912
C 23.528 3.944 22.975
C 22.164 4.727 22.991
C 20.982 3.763 23.261
O 19.786 4.550 23.158
C 18.601 3.928 23.698
N 22.297 5.542 24.133
H 24.337 4.673 22.914
H 23.649 3.296 22.107
H 23.631 3.437 23.934
H 22.103 5.351 22.099
H 21.086 3.535 24.322
H 21.023 2.865 22.645
H 18.410 2.996 23.167
H 17.715 4.549 23.568
H 18.699 3.759 24.771
H 21.610 6.257 24.327
H 23.187 5.974 24.333
C 33.567 -1.023 15.392
C 32.947 -2.365 15.838
C 33.881 -3.588 15.777
O 34.215 -3.861 14.431
C 35.215 -4.854 14.274
N 32.447 -2.082 17.174
H 34.544 -0.866 15.847
H 32.959 -0.165 15.680
H 33.785 -1.009 14.324
H 32.102 -2.587 15.187
H 33.477 -4.492 16.232
H 34.777 -3.330 16.342
H 34.951 -5.694 14.915
H 36.198 -4.525 14.612
H 35.318 -5.248 13.263
H 33.195 -1.582 17.632
H 31.716 -1.395 17.057
C 30.006 -3.652 24.396
C 30.936 -3.532 23.215
C 31.028 -4.835 22.420
O 31.338 -6.030 23.091
C 32.612 -6.029 23.704
N 30.505 -2.421 22.450
H 30.554 -4.188 25.171
H 29.120 -4.226 24.127
H 29.600 -2.707 24.756
H 31.935 -3.289 23.578
H 31.785 -4.756 21.640
H 30.117 -4.984 21.840
H 32.790 -7.010 24.145
H 32.766 -5.248 24.449
H 33.382 -5.861 22.951
H 30.493 -1.604 23.043
H 31.147 -2.213 21.699
C 30.719 5.439 25.304
C 31.595 5.308 24.118
C 33.007 5.823 24.219
O 33.694 5.775 22.950
C 35.064 6.041 23.024
N 31.785 3.888 23.820
H 29.655 5.340 25.089
H 30.838 6.463 25.659
H 30.970 4.773 26.130
H 31.115 5.760 23.250
H 33.639 5.203 24.854
H 33.086 6.828 24.635
H 35.431 6.219 22.013
H 35.580 5.200 23.489
H 35.352 6.991 23.475
H 32.087 3.454 24.681
H 32.573 3.813 23.193
C 26.589 9.618 15.847
C 27.901 9.358 16.621
C 28.362 7.904 16.623
O 27.411 7.007 17.266
C 27.702 5.590 17.132
N 28.831 10.353 16.166
H 26.610 9.203 14.839
H 26.344 10.678 15.774
H 25.757 9.240 16.441
H 27.626 9.632 17.640
H 29.338 7.745 17.080
H 28.536 7.576 15.598
H 27.829 5.327 16.082
H 26.897 5.008 17.581
H 28.603 5.233 17.631
H 29.628 10.315 16.786
H 28.477 11.264 16.420
C 33.839 6.271 18.813
C 33.144 4.933 18.821
C 32.126 4.654 19.894
O 31.129 3.956 19.289
C 31.227 4.073 17.969
O 30.524 3.522 17.152
O 32.343 4.768 17.694
H 34.578 6.223 19.612
H 33.207 7.150 18.938
H 34.396 6.365 17.880
H 33.865 4.116 18.843
H 31.705 5.589 20.263
H 32.451 3.969 20.677
C 25.617 1.434 13.077
C 25.276 2.649 13.930
C 23.799 2.679 14.328
O 23.799 2.675 15.736
C 25.004 2.826 16.182
O 25.190 2.999 17.396
O 25.937 2.660 15.186
H 24.964 1.326 12.211
H 25.609 0.521 13.673
H 26.600 1.484 12.610
H 25.406 3.537 13.310
H 23.239 1.859 13.879
H 23.359 3.583 13.906
C 29.860 -4.583 18.930
C 29.351 -3.695 17.824
C 29.506 -4.321 16.469
O 28.231 -4.375 15.916
C 27.383 -3.862 16.796
O 26.197 -3.787 16.512
O 27.956 -3.636 17.984
H 29.667 -4.126 19.900
H 30.942 -4.696 18.863
H 29.312 -5.523 18.856
H 29.901 -2.759 17.923
H 29.851 -5.343 16.621
H 30.227 -3.830 15.817
C 31.060 4.530 13.929
C 29.935 4.670 12.977
C 28.664 3.919 13.336
O 27.641 4.856 13.043
C 28.178 6.079 12.816
O 27.531 7.093 12.547
O 29.470 6.002 12.865
H 31.979 5.029 13.620
H 31.325 3.496 14.152
H 30.790 4.975 14.887
H 30.180 4.431 11.942
H 28.533 3.646 14.383
H 28.541 3.075 12.658
C 34.834 2.074 26.288
C 35.347 2.791 24.959
C 36.629 2.264 24.450
O 36.414 2.195 23.093
C 35.068 2.236 22.805
O 34.536 2.021 21.756
O 34.476 2.559 23.923
H 35.569 2.242 27.075
H 34.676 0.997 26.238
H 33.912 2.565 26.599
H 35.421 3.864 25.135
H 36.810 1.266 24.851
H 37.431 2.925 24.777
*
```

Output
- HOMO level (eV) = -7.56
- Kohn-Sham gap (eV) = 7.47

Results of the Löwdin charge analysis, in e, for atoms 1 through 99: -0.022, -0.391, -0.211, -0.175, -0.082, 0.053, 0.055, 0.056, 0.070, 0.127, 0.107, 0.096, 0.083, 0.089, 0.069, 0.061, 0.028, -0.025, -0.433, -0.162, -0.207, -0.072, 0.082, 0.071, 0.054, 0.065, 0.104, 0.097, 0.119, 0.064, 0.079, 0.064, 0.036, 0.046, -0.024, -0.388, -0.198, -0.190, -0.072, 0.057, 0.073, 0.070, 0.067, 0.125, 0.111, 0.109, 0.075, 0.088, 0.083, 0.055, 0.078, -0.049, -0.400, -0.152, -0.242, -0.072, 0.048, 0.081, 0.052, 0.072, 0.119, 0.129, 0.127, 0.088, 0.079, 0.088, 0.081, 0.036, -0.059, -0.400, -0.208, -0.164, -0.144, 0.051, 0.070, 0.073, 0.060, 0.131, 0.128, 0.126, 0.078, 0.092, 0.089, 0.028, 0.065, -0.053, -0.382, -0.160, -0.179, -0.093, 0.035, 0.065, 0.062, 0.063, 0.128, 0.106, 0.099, 0.060, 0.095